A structure of composition C22H36BCl18F16HgN2O8S4, computed with wB97M-V/def2-TZVPD.

Geometry (Å):
Hg1 -0.8701 3.6589 -0.6441
B1 -4.6207 4.0716 0.8771
F1 -4.2242 4.2947 -0.3474
F2 -3.4492 3.9521 1.6499
F3 -5.4450 5.0418 1.2785
F4 -5.2104 2.8557 0.8545
C1 2.1523 5.5554 -4.8708
F5 2.3466 6.8756 -4.6732
F6 2.5330 5.1904 -6.1349
F7 2.9217 4.8691 -3.9623
S1 0.2688 5.1356 -4.4941
O1 -0.5626 5.2236 -5.6995
O2 0.2684 3.8165 -3.8814
N1 -0.2149 6.1041 -3.0951
S2 -0.8134 7.3538 -3.8365
O3 0.1208 7.9687 -4.7725
O4 -2.1590 7.1890 -4.3227
C2 -0.8145 8.6157 -2.3608
F8 -1.1412 9.7891 -2.7980
F9 -1.6919 8.1703 -1.4880
F10 0.3865 8.6670 -1.8314
C3 0.1515 0.2676 2.7333
F11 0.3960 1.5484 2.4397
F12 1.2519 -0.3712 2.3279
F13 0.0104 0.1267 4.0027
S3 -1.3537 -0.4275 1.8478
O5 -1.1947 -1.8741 1.9117
O6 -2.4546 0.0259 2.6458
N2 -1.2570 0.3168 0.2504
S4 -1.9008 -0.6565 -0.7650
O7 -2.9177 -1.5633 -0.1644
O8 -2.3371 0.2140 -1.8385
C4 -0.3934 -1.7835 -1.4170
F14 0.2500 -2.2383 -0.3420
F15 -0.9218 -2.8344 -2.1114
F16 0.4156 -1.1015 -2.1778
Cl1 -6.7381 -3.2320 3.5425
C5 -5.7817 -4.6229 4.1615
C6 -5.5905 -5.6230 3.0107
Cl2 -4.4739 -6.9068 3.6200
H1 -6.3525 -5.0964 4.9602
H2 -4.8299 -4.1222 4.3389
H3 -5.0865 -5.1688 2.1576
H4 -6.5904 -5.9662 2.7452
Cl3 1.9221 -4.2098 5.9731
C7 0.7858 -5.4696 5.3519
C8 1.4032 -6.1942 4.1462
Cl4 3.0764 -6.7826 4.5431
H5 -0.1478 -4.9181 5.2409
H6 0.6225 -6.1820 6.1606
H7 1.3881 -5.5264 3.2849
H8 0.7627 -7.0412 3.9002
Cl5 2.1253 6.3860 1.5405
C9 3.7996 6.4299 0.8647
C10 4.3310 5.0438 0.7870
Cl6 3.1868 3.8858 0.0248
H9 4.4983 7.1087 1.3537
H10 3.6669 6.7684 -0.1629
H11 4.4455 4.6763 1.8068
H12 5.2759 4.9171 0.2586
Cl7 -3.1246 -1.6638 -6.6374
C11 -2.2297 -1.0475 -8.0342
C12 -1.3804 0.0923 -7.6051
Cl8 -0.6853 0.8874 -9.0554
H13 -2.8770 -0.6332 -8.8071
H14 -1.5420 -1.8456 -8.3139
H15 -0.5429 -0.1570 -6.9536
H16 -1.9552 0.8812 -7.1199
Cl9 -4.2286 -7.1840 -2.6614
C13 -5.7417 -6.5076 -3.3417
C14 -5.6552 -6.5103 -4.8545
Cl10 -7.1216 -5.7958 -5.5509
H17 -5.8247 -5.4896 -2.9611
H18 -6.5973 -7.1254 -3.0690
H19 -5.7971 -7.5096 -5.2662
H20 -4.8123 -6.0107 -5.3321
Cl11 7.1887 2.8627 6.4790
C15 7.3180 1.3068 5.4969
C16 5.9369 0.5386 5.7067
Cl12 5.8457 -0.2036 7.3630
H21 8.1232 0.7450 5.9703
H22 7.4894 1.5799 4.4557
H23 5.8017 -0.2423 4.9584
H24 5.1096 1.2447 5.6346
Cl13 7.1182 0.2595 -0.7695
C17 6.8308 -1.2366 -1.6825
C18 5.4765 -1.8992 -1.3204
Cl14 5.2884 -2.4411 0.4131
H25 7.6261 -1.9521 -1.4738
H26 6.7965 -1.0174 -2.7497
H27 5.1521 -2.7449 -1.9268
H28 4.6185 -1.2291 -1.3735
Cl15 2.6789 -9.1872 -0.9589
C19 1.4396 -8.3715 -1.8948
C20 1.9784 -8.2542 -3.3131
Cl16 3.3781 -7.0890 -3.3702
H29 1.2006 -7.4179 -1.4239
H30 0.5539 -9.0066 -1.9097
H31 1.1759 -7.8776 -3.9475
H32 2.2655 -9.2624 -3.6118
Cl17 -2.0636 4.7159 6.4845
C21 -1.7547 6.4978 6.2947
C22 -2.9280 7.2821 6.8057
Cl18 -4.5096 6.9567 5.9787
H33 -1.5634 6.6980 5.2404
H34 -0.8787 6.7189 6.9045
H35 -2.6486 8.3350 6.8433
H36 -3.1535 7.1088 7.8580

The net charge is -1. As for the spin multiplicity: 1. The value obtained for the largest force on an atom is 5.9 eV/Å. Its frontier orbital gap is 3.32 eV.

=====

A cluster of 2 separate species, C6H10N2Si in total, computed with wB97M-V/def2-TZVPD.

Geometry (Å):
C1 -2.3639 2.2218 -0.0647
C2 -3.6039 -1.0284 -0.0706
C3 -0.0592 0.4288 1.7805
C4 -0.4190 -1.6141 -0.7222
C5 1.6224 0.4984 -0.7371
C6 -1.6301 1.2526 -0.7121
N1 -3.0252 3.0259 0.3905
N2 -4.3470 -1.8958 -0.1625
Si1 -0.2099 0.2425 -0.1023
H1 -0.3959 1.4056 2.1544
H2 -0.6769 -0.3232 2.2285
H3 0.8765 0.1230 2.2116
H4 0.2600 -2.3085 -0.1572
H5 -1.4225 -2.0162 -0.3693
H6 -0.2657 -1.6296 -1.7239
H7 2.5939 0.2105 -0.1178
H8 1.8059 -0.1823 -1.5810
H9 1.7549 1.5630 -1.0454
H10 -1.8989 0.9287 -1.7820

The value obtained for the relative energy (zero: lowest compared OMol25 entry of this formula, charge and spin) is 527.2 kJ/mol. As for the spin multiplicity: 1. The value obtained for the largest force on an atom is 5.5 eV/Å. Its frontier orbital gap (spin up / spin down) is 8.01 / 5.78 eV.

=====

A cluster of 2 separate species, C2H10N2O in total, computed with wB97M-V/def2-TZVPD.

Geometry (Å):
N1 1.0364 -1.8603 -1.3515
C1 0.1712 -0.7209 -0.9807
C2 0.9497 0.4303 -0.4031
N2 0.0105 1.4376 0.0942
H1 0.6034 -2.3326 -2.1323
H2 1.0073 -2.5256 -0.5939
H3 -0.5858 -0.9795 -0.2406
H4 -0.4129 -0.4111 -1.8529
H5 1.5140 0.0800 0.4717
H6 1.7192 0.8819 -1.0405
H7 0.4951 2.3089 0.2684
H8 -0.6735 1.7261 -0.5937
O1 -1.9082 0.3602 3.0465
H9 -1.3472 0.5530 2.2848
H10 -2.5792 1.0520 3.0236

As for the structure (SMILES): NCCN.O. The value obtained for the relative energy (zero: lowest compared OMol25 entry of this formula, charge and spin) is 27.8 kJ/mol. As for the spin multiplicity: 1. The value obtained for the largest force on an atom is 0.9 eV/Å. Its frontier orbital gap is 10.63 eV.

=====

A structure of composition C15H29OY, computed with wB97M-V/def2-TZVPD.

Geometry (Å):
C1 1.3271 1.9807 -1.0785
H1 2.2491 2.4646 -0.7421
H2 1.4925 1.7005 -2.1188
H3 2.0939 -0.8093 1.9445
C2 0.1567 2.9663 -1.0240
H4 -0.7704 2.4701 -1.3952
H5 -0.0560 3.2623 0.0275
C3 0.4283 4.2252 -1.8380
H6 -0.4474 4.8743 -1.7674
H7 1.3004 4.7923 -1.4582
H8 0.6031 3.9770 -2.8837
C4 -0.8270 -1.6697 0.1091
C5 -1.4528 -0.9218 -0.9115
C6 -0.4982 -0.5998 -1.8895
C7 0.7477 -1.1845 -1.5141
C8 0.5312 -1.9004 -0.2886
C9 1.5454 -2.7124 0.4401
C10 1.9900 -1.2207 -2.3327
C11 -0.7636 0.0908 -3.1837
C12 -2.9220 -0.6948 -1.0212
C13 -1.5297 -2.4141 1.1777
Y1 1.4082 0.2502 0.5210
H9 2.8762 -1.4461 -1.7289
H10 1.9175 -1.9962 -3.1106
H11 2.1739 -0.2661 -2.8410
H12 2.5717 -2.3908 0.1946
H13 1.4492 -2.5972 1.5329
H14 1.4714 -3.7946 0.2178
H15 -2.3835 -1.8454 1.5669
H16 -1.9162 -3.3759 0.7942
H17 -0.8650 -2.6379 2.0157
H18 -3.1584 0.1685 -1.6583
H19 -3.4275 -1.5697 -1.4674
H20 -3.3769 -0.5281 -0.0357
H21 -0.0051 0.8498 -3.4108
H22 -0.7735 -0.6206 -4.0263
H23 -1.7392 0.5956 -3.1751
C14 -0.2467 0.5072 4.8978
C15 -0.4479 -0.1417 3.5363
O1 0.3055 0.6205 2.5026
H24 0.7650 0.3428 5.2708
H25 -0.9304 0.0456 5.6095
H26 -0.4628 1.5795 4.8953
H27 -0.0739 -1.1751 3.4951
H28 -1.4590 -0.1259 3.1777
H29 1.1293 0.8751 2.9742

The net charge is +2. The value obtained for the relative energy (zero: lowest compared OMol25 entry of this formula, charge and spin) is 410.2 kJ/mol. As for the spin multiplicity: 1. The value obtained for the largest force on an atom is 1.6 eV/Å. Its frontier orbital gap (spin up / spin down) is 4.16 / 4.56 eV.

=====

The ion C8H8NO3 with charge -1, computed with wB97M-V/def2-TZVPD.

Geometry (Å):
O1 -0.2108 0.1223 -3.2245
C1 0.3720 0.0575 -2.1554
C2 1.3891 0.9586 -1.3817
C3 1.1953 -0.0446 -0.2692
C4 0.2169 0.3042 0.9815
C5 -0.8340 -0.8823 0.7672
C6 -1.8295 -0.8851 -0.3560
C7 -0.5624 -1.7132 -0.4437
C8 -0.5285 -3.2764 -0.5304
O2 -1.5357 -3.8127 -0.0647
O3 0.4659 -3.7932 -1.0428
N1 0.5516 -0.9574 -1.1430
H1 2.3535 0.9993 -1.9773
H2 0.9577 2.0181 -1.2612
H3 2.1711 -0.4492 0.2171
H4 -0.2847 1.2896 1.0527
H5 0.7481 0.2496 1.9084
H6 -1.1935 -1.1890 1.7626
H7 -2.6542 -1.5366 -0.1685
H8 -2.0218 -0.1293 -1.1249

The net charge is -1. As for the structure (SMILES): O=C1C[C@H]2C[C@H]3C[C@@]3(C(=O)[O-])N12. The value obtained for the relative energy (zero: lowest compared OMol25 entry of this formula, charge and spin) is 16.9 kJ/mol. As for the spin multiplicity: 1. The value obtained for the largest force on an atom is 4.2 eV/Å. Its frontier orbital gap is 7.88 eV.

=====

A cluster of 2 separate species, C19H28N2O4 in total, computed with wB97M-V/def2-TZVPD.

Geometry (Å):
C1 -3.7681 -2.7776 -0.4736
C2 -4.5575 -1.5765 -0.8073
H1 -5.3163 -1.4214 -0.0544
H2 -5.1518 -1.6918 -1.7975
C3 -3.8891 -0.4364 -0.9401
C4 -4.8433 0.8400 -1.1450
H3 -5.7479 0.8547 -0.3798
H4 -5.1415 0.8320 -2.3470
H5 -4.2882 1.8841 -1.2028
H6 -3.0252 -0.4020 -1.4858
O1 -3.4945 0.1040 0.5600
C5 -2.4655 0.7876 0.6890
C6 -1.6128 1.2115 -0.2710
C7 -0.4988 2.2352 0.2489
C8 -0.1354 2.1794 1.4142
C9 -0.9330 1.4669 2.6145
C10 -1.9287 0.5926 2.1844
H7 -2.5726 0.1544 2.9457
H8 -0.4555 1.6486 3.4608
H9 0.7003 2.8176 1.9759
O2 0.0301 2.8067 -0.9103
C11 1.2368 3.4771 -0.4819
C12 2.4443 2.4342 -0.4629
C13 2.4385 1.4976 -1.5980
H10 2.9053 2.1917 -2.8484
C14 3.4427 0.2221 -1.5796
N1 2.7689 -0.8947 -0.6197
C15 1.7217 -1.3447 -0.9091
O3 1.0094 -1.6254 -1.8095
C16 1.4321 -2.3293 0.4798
N2 2.4228 -1.6472 1.2398
C17 3.1815 -0.8680 0.5767
O4 4.1729 -0.2069 1.2033
H11 2.4994 -2.1667 2.2262
C18 1.5608 -3.8532 0.1607
H12 0.9691 -3.9043 -0.6020
H13 1.3974 -4.3468 0.8861
H14 2.6185 -3.9696 0.1239
C19 -0.0313 -1.9448 0.9256
H15 -0.8451 -2.0948 0.2218
H16 -0.1595 -2.6638 1.9491
H17 -0.2491 -0.8637 1.4035
H18 4.2444 0.4210 -1.1423
H19 3.4204 -0.4736 -2.4915
H20 1.3849 1.1963 -2.1091
H21 2.4026 1.6294 0.3391
H22 3.4932 2.7028 -0.3164
H23 1.6446 3.8354 -1.4996
H24 1.3944 4.1438 0.1273
H25 -2.0232 1.4578 -1.1545
H26 -4.3830 -3.6420 -0.6071
H27 -3.0358 -2.8133 -1.3861
H28 -3.1366 -2.6225 0.3060

The value obtained for the relative energy (zero: lowest compared OMol25 entry of this formula, charge and spin) is 1717.7 kJ/mol. As for the spin multiplicity: 1. The value obtained for the largest force on an atom is 16.5 eV/Å. Its frontier orbital gap is 9.12 eV.

=====

An isolated molecule of C22H36N2O2, computed with wB97M-V/def2-TZVPD.

Geometry (Å):
C1 -8.6739 -1.4277 -0.2459
C2 -7.3225 -1.7654 0.3735
C3 -6.1764 -0.8959 -0.1547
C4 -5.8629 -1.2001 -1.6179
C5 -4.9321 -1.1139 0.7220
N1 -3.8410 -0.2288 0.3917
C6 -3.6374 0.9380 1.0531
O1 -4.3010 1.2749 2.0139
C7 -2.5216 1.7724 0.5135
C8 -2.6570 3.1529 0.5580
C9 -1.6414 3.9574 0.0696
C10 -0.4913 3.3923 -0.4390
C11 -0.3308 2.0036 -0.4634
O2 0.8451 1.5686 -0.9832
C12 1.1798 0.1901 -0.9610
C13 2.3640 0.0057 -1.9107
C14 3.6099 0.6913 -1.3561
N2 3.9362 0.1415 -0.0549
C15 5.2595 0.5114 0.4280
C16 6.1794 -0.7192 0.5732
C17 5.5611 -1.7077 1.5617
C18 6.3449 -1.4010 -0.7849
C19 7.5434 -0.2574 1.0888
C20 2.8676 0.4251 0.8820
C21 1.5862 -0.2774 0.4403
C22 -1.3588 1.1956 0.0092
H1 -9.4582 -2.0145 0.2266
H2 -8.6880 -1.6443 -1.3109
H3 -8.9028 -0.3740 -0.1044
H4 -7.3923 -1.6257 1.4543
H5 -7.0895 -2.8170 0.1898
H6 -6.4649 0.1566 -0.0643
H7 -6.7399 -1.0442 -2.2395
H8 -5.5407 -2.2341 -1.7306
H9 -5.0766 -0.5466 -1.9904
H10 -5.1836 -0.9105 1.7656
H11 -4.5881 -2.1489 0.6303
H12 -3.3555 -0.3901 -0.4752
H13 -3.5569 3.5762 0.9753
H14 -1.7450 5.0318 0.0913
H15 0.3125 4.0033 -0.8193
H16 0.3286 -0.4030 -1.3297
H17 2.5557 -1.0619 -2.0226
H18 2.1169 0.4266 -2.8859
H19 4.4471 0.5151 -2.0337
H20 3.4231 1.7786 -1.3041
H21 5.1835 1.0081 1.4016
H22 5.7309 1.2231 -0.2591
H23 4.5796 -2.0136 1.2113
H24 6.1886 -2.5909 1.6588
H25 5.4559 -1.2534 2.5447
H26 6.9795 -2.2798 -0.6938
H27 6.8018 -0.7227 -1.5025
H28 5.3746 -1.7094 -1.1634
H29 8.2132 -1.1070 1.2003
H30 7.4444 0.2294 2.0568
H31 7.9981 0.4480 0.3963
H32 3.1550 0.0566 1.8684
H33 2.6711 1.5105 0.9597
H34 1.7542 -1.3547 0.4092
H35 0.7940 -0.0650 1.1601
H36 -1.2554 0.1212 0.0221

As for the structure (SMILES): CC[C@H](C)CNC(=O)c1cccc(OC2CCN(CC(C)(C)C)CC2)c1. The value obtained for the relative energy (zero: lowest compared OMol25 entry of this formula, charge and spin) is 105.0 kJ/mol. As for the spin multiplicity: 1. The value obtained for the largest force on an atom is 0.7 eV/Å. Its frontier orbital gap is 9.10 eV.

=====

A structure of composition C2H4BF4Hg, computed with wB97M-V/def2-TZVPD.

Geometry (Å):
B1 1.5643 -0.1350 0.1760
C1 0.1999 0.9202 0.1573
F1 0.2350 1.6885 1.2168
F2 0.1337 1.6471 -0.9310
C2 -1.0845 -0.0139 0.3008
F3 -0.8634 -1.0068 1.1334
F4 -1.3361 -0.5282 -0.9418
H1 1.9053 -0.6726 1.1954
H2 2.4148 0.6649 -0.1897
H3 1.1980 -1.0030 -0.6300
H4 -1.9375 0.5499 0.6801
Hg1 -2.4296 -2.1112 -2.1674

The net charge is +1. The value obtained for the relative energy (zero: lowest compared OMol25 entry of this formula, charge and spin) is 0.0 kJ/mol. As for the spin multiplicity: 1. The value obtained for the largest force on an atom is 2.2 eV/Å. Its frontier orbital gap is 3.36 eV.